Record 1
Density functional theory data (the ωB97M-V functional and the def2-TZVPD basis) for C28H49N2OP3PtS as an isolated structure in a non-equilibrium geometry.

Output
* spin multiplicity: 5
* E: -76767.85148 eV
* F_max: 2.8 eV/Å
* E_LUMO (alpha / beta): -9.461 / -13.469 eV
* E_HOMO (alpha / beta): -17.92 / -18.08 eV
* charge: +4

Geometry as XYZ:
```
85
Properties=species:S:1:pos:R:3:forces:R:3:mulliken_charge:R:1
Pt 0.155789 0.074699 -1.669979 0.15 0.74 1.88 1.232
P 1.719139 0.974408 -0.026737 0.64 0.79 0.81 0.652
P -1.632145 1.431150 -0.885441 -1.29 0.87 0.61 0.557
P 0.859744 1.439180 -3.321853 0.37 0.81 -0.94 0.909
H -1.485692 -1.507175 -0.085000 0.20 -0.18 -0.07 0.466
C -0.890441 -1.750079 -0.963785 2.09 -1.08 0.36 -0.857
C 0.533951 -1.974203 -0.788895 -2.81 0.03 -0.18 -1.010
H 0.893797 -1.932455 0.236843 0.15 0.09 -0.42 0.187
C 1.791028 0.254381 1.658729 -0.20 -0.33 0.14 -1.067
C 1.633070 2.761651 0.438318 -0.09 0.00 -0.29 -1.239
C 3.433886 0.750561 -0.624948 -0.15 -0.13 -0.09 -1.301
C -3.217318 0.711481 -1.424364 0.16 -0.15 -0.29 -1.286
C -1.896402 1.562519 0.914281 0.16 -0.29 0.28 -0.608
C -1.751796 3.205128 -1.343302 0.29 -0.09 -0.32 -1.343
C 2.190040 0.488777 -4.130471 0.13 -0.01 -0.20 -1.189
C 1.578826 3.097945 -3.049823 -0.10 -0.02 -0.13 -1.343
C -0.508113 1.706187 -4.513230 -0.07 0.08 -0.13 -1.248
H -1.451821 -2.165780 -1.814661 0.37 0.32 0.39 0.516
H 1.165533 -2.492747 -1.522262 -0.36 0.09 0.34 0.465
H 1.481253 -0.794554 1.677693 0.14 0.24 0.09 0.050
H 1.143733 0.808619 2.351276 0.07 -0.12 -0.34 0.216
H 2.821464 0.324543 2.034702 -0.23 0.01 -0.19 0.554
H 0.836442 2.928314 1.175737 0.21 -0.09 -0.28 0.336
H 1.469618 3.417050 -0.425069 0.04 -0.20 0.27 0.266
H 2.585157 3.056746 0.906384 -0.21 -0.21 -0.13 0.496
H 3.561901 -0.285787 -0.960528 0.09 0.21 0.04 0.329
H 4.118311 0.942502 0.214701 -0.17 -0.01 -0.29 0.556
H 3.672578 1.435629 -1.448553 -0.07 -0.22 0.23 0.324
H -4.061206 1.264785 -0.984925 0.32 -0.10 -0.14 0.504
H -3.266413 -0.337033 -1.106546 -0.09 0.26 -0.09 0.359
H -3.282890 0.756071 -2.517649 -0.10 -0.05 0.18 0.355
H -2.908098 1.943872 1.118416 0.22 -0.07 -0.31 0.628
H -1.193506 2.262654 1.371355 0.02 -0.07 -0.13 0.291
H -1.791342 0.591119 1.407020 0.01 0.18 -0.14 -0.269
H -2.686990 3.631880 -0.953082 0.18 -0.30 -0.03 0.534
H -1.751504 3.338399 -2.429056 -0.01 0.00 0.14 0.360
H -0.921912 3.779914 -0.913583 -0.14 -0.19 -0.08 0.337
H 2.132854 0.642325 -5.215083 0.22 -0.01 0.17 0.474
H 2.097865 -0.583562 -3.917273 0.05 0.31 -0.13 0.319
H 3.163381 0.827249 -3.748898 -0.25 -0.06 -0.21 0.398
H 1.860430 3.516629 -4.031216 -0.10 -0.14 0.32 0.518
H 2.476967 3.057874 -2.421895 -0.21 -0.04 -0.21 0.383
H 0.844371 3.766234 -2.582227 0.16 -0.15 -0.19 0.351
H -0.161637 1.406916 -5.513436 -0.19 0.25 0.22 0.472
H -0.783838 2.771352 -4.513587 0.15 -0.31 -0.15 0.431
H -1.404135 1.118538 -4.261689 0.40 0.21 -0.07 0.222
C -0.717108 -2.900812 -5.606281 0.73 0.15 1.11 0.900
C -1.785047 -2.820988 -6.526617 -0.91 0.34 -1.00 -0.506
C -1.872975 -3.698971 -7.599605 -0.72 1.13 0.49 -0.627
C -0.912983 -4.696792 -7.782472 0.12 -0.25 -0.02 -0.343
C 0.127010 -4.823456 -6.848950 0.81 0.56 1.42 -0.603
C 0.226676 -3.938438 -5.767753 0.95 -1.34 -0.47 -0.257
S -0.597824 -1.660916 -4.328681 -0.59 -0.77 -0.96 0.107
H 0.260007 -2.046875 -3.317412 -0.22 -0.59 -1.31 0.005
H -2.531200 -2.035407 -6.397568 0.11 -0.26 -0.13 0.391
H -2.691004 -3.610464 -8.316645 0.18 0.06 0.31 0.425
H -0.971261 -5.382633 -8.627846 -0.01 0.19 0.17 0.447
H 0.862269 -5.617023 -6.983350 -0.12 0.26 0.15 0.428
H 1.051853 -4.029887 -5.044280 -0.44 -0.07 -0.51 0.369
C -0.964229 -1.803620 7.280821 -0.16 -0.15 0.77 -0.774
N -1.074147 -1.024391 6.066883 0.11 -1.69 -1.24 0.139
N -1.115072 -1.620612 4.864070 0.01 -0.89 0.63 0.432
C -1.102137 -0.661013 3.851945 -0.04 0.33 -1.08 0.509
O -1.097912 -0.948231 2.640055 -0.01 0.33 1.78 -0.526
C -1.082242 0.589479 4.572034 0.29 0.36 -0.08 -0.559
C -1.028696 0.315926 5.914960 -0.14 1.30 -0.43 0.512
C -0.951959 1.205793 7.095688 -0.06 0.59 0.32 -1.757
C -1.109868 -3.023351 4.660898 -0.40 -1.03 0.00 0.309
C -2.077723 -3.836963 5.270963 0.02 0.13 -0.10 -0.164
C -2.027208 -5.217168 5.074267 -0.21 0.03 0.06 -0.790
C -1.059244 -5.774329 4.228425 0.21 0.23 0.15 -0.453
C -0.134177 -4.944289 3.584079 -0.37 0.10 -0.01 -0.731
C -0.173168 -3.570747 3.783662 0.19 0.28 -0.12 -0.188
H -1.828606 -2.461131 7.389976 0.19 0.21 0.05 0.348
H -0.936539 -1.106063 8.113638 0.00 -0.07 -0.03 0.363
H -0.053972 -2.411082 7.285262 -0.05 0.11 -0.22 0.359
H -1.048046 1.552050 4.088997 -0.06 0.05 0.21 0.527
H -1.853288 1.110489 7.720156 0.25 -0.01 -0.15 0.412
H -0.071306 1.007091 7.723933 -0.23 -0.07 -0.23 0.431
H -0.887048 2.249618 6.773044 -0.04 -0.24 0.03 0.373
H -2.892116 -3.365828 5.834704 0.36 -0.41 -0.13 0.642
H -2.767547 -5.855680 5.575519 0.38 0.31 -0.34 0.413
H -1.010564 -6.852624 4.070652 -0.10 0.32 0.09 0.431
H 0.599048 -5.352045 2.895981 -0.09 -0.06 0.17 0.417
H 0.491420 -2.895521 3.238438 -0.02 -0.36 0.33 0.299
```
Positions in Å, forces in eV/Å.



Record 2
Density functional theory data (the ωB97M-V functional and the def2-TZVPD basis) for C28H49N2OP3RuS as an isolated structure in a non-equilibrium geometry.

Output
* spin multiplicity: 6
* E: -76113.19992 eV
* F_max: 4.3 eV/Å
* ΔE to the lowest compared entry with this formula, charge and spin: 0.0 kJ/mol
* E_LUMO (alpha / beta): -7.188 / -10.836 eV
* E_HOMO (alpha / beta): -14.96 / -16.11 eV
* charge: +3

Geometry as XYZ:
```
85
Properties=species:S:1:pos:R:3:forces:R:3:mulliken_charge:R:1
Ru -0.310317 0.527619 -2.130347 -0.32 -0.40 -0.20 -0.167
P 1.281203 1.792214 -1.129662 3.38 1.70 1.88 0.871
P -1.678873 0.944166 -0.298682 -1.56 -0.31 2.79 1.131
P -1.140805 2.451500 -3.101527 -1.63 3.45 -1.98 1.200
H -0.251519 -1.565885 -5.877457 0.01 1.29 0.15 0.466
C -0.113958 -0.544358 -6.297560 0.74 -0.54 -1.29 -0.672
C 0.969668 0.241459 -6.185242 0.08 -0.22 -1.16 -0.649
H 1.715733 0.247862 -5.393219 0.04 -0.46 -0.34 0.261
C 2.374340 0.640894 -0.214981 0.30 -0.32 0.14 -0.949
C 1.108269 3.104572 0.193132 -0.37 0.05 -0.08 -1.382
C 2.486489 2.638782 -2.227747 0.12 -0.06 -0.18 -1.242
C -3.208383 -0.067061 -0.258133 -0.10 0.17 -0.11 -1.585
C -0.896865 0.254266 1.219109 -0.04 0.00 0.34 -0.741
C -2.345894 2.569221 0.320277 0.18 -0.10 -0.13 -1.344
C -0.467080 2.706461 -4.791199 0.28 -0.13 -0.07 -0.753
C -1.054885 4.216274 -2.501487 0.12 0.13 0.52 -1.285
C -2.952841 2.309483 -3.435487 -0.12 -0.32 0.07 -1.386
H -0.835944 -0.291703 -7.079787 0.39 -0.32 -0.06 0.350
H 1.260032 0.892433 -7.034761 -0.78 0.22 0.87 0.331
H 2.852922 -0.037464 -0.930628 -0.08 0.04 0.15 0.440
H 1.789651 0.045774 0.497646 0.11 0.09 -0.21 -0.080
H 3.160514 1.179326 0.339065 -0.27 -0.05 -0.26 0.571
H 0.610501 2.732335 1.095918 0.08 0.01 -0.30 0.371
H 0.549912 3.979942 -0.161398 0.12 -0.25 0.00 0.299
H 2.101867 3.461952 0.511822 -0.21 -0.32 -0.40 0.517
H 2.716094 1.988490 -3.078814 -0.04 0.12 0.07 0.289
H 3.431254 2.845214 -1.700488 -0.38 -0.06 -0.03 0.485
H 2.097685 3.590753 -2.610253 0.01 -0.24 0.08 0.357
H -3.845529 0.305219 0.558928 0.12 -0.26 -0.31 0.509
H -2.940255 -1.115410 -0.071877 -0.15 0.29 -0.07 0.419
H -3.740897 0.009469 -1.212039 -0.08 -0.04 0.26 0.369
H -1.653102 0.160476 2.012563 0.12 0.11 -0.17 0.573
H -0.084556 0.885645 1.597320 -0.18 -0.14 -0.12 0.416
H -0.499002 -0.754118 1.033284 -0.15 0.35 -0.13 -0.552
H -3.002686 2.352554 1.178137 0.26 0.01 -0.30 0.535
H -2.944415 3.075054 -0.450049 0.18 -0.18 0.26 0.415
H -1.545195 3.241054 0.658229 -0.27 -0.22 -0.19 0.322
H -1.281820 2.942492 -5.488807 0.22 0.11 0.23 0.456
H 0.040970 1.820818 -5.172120 -0.25 0.14 0.14 -0.209
H 0.277302 3.509640 -4.773479 -0.25 -0.01 0.01 0.451
H -1.638403 4.875459 -3.169167 0.20 -0.51 0.07 0.478
H -0.027092 4.605754 -2.479465 -0.19 -0.30 -0.20 0.382
H -1.444157 4.368359 -1.486210 -0.03 -0.25 -0.31 0.307
H -3.246774 3.006698 -4.240060 0.16 -0.22 0.44 0.525
H -3.556540 2.490889 -2.536219 0.23 0.12 -0.22 0.291
H -3.191645 1.290529 -3.754409 0.04 0.08 -0.14 0.383
C 0.573263 -2.754657 -1.665867 0.32 0.22 -0.30 0.455
C -0.719496 -2.288488 -1.447411 0.04 -0.16 0.27 -0.396
C -1.355566 -1.502770 -2.424801 0.86 0.06 -0.68 -0.758
C -0.551110 -1.006385 -3.519905 -0.19 -2.02 -0.10 -1.466
C 0.829604 -1.425165 -3.608927 -0.50 0.09 0.20 0.539
C 1.405107 -2.277873 -2.684648 -1.07 0.07 0.07 -1.529
S 1.124122 -4.045066 -0.687833 0.50 -1.34 1.33 -0.203
H 1.493900 -4.889655 -1.668274 0.07 0.28 -0.09 0.255
H -1.185288 -2.651524 -0.523690 -0.32 0.08 -0.66 0.628
H -2.438887 -1.462126 -2.472157 0.15 0.37 0.13 0.858
H -1.048651 -0.523863 -4.363107 0.21 -0.31 0.33 0.798
H 1.428952 -1.181833 -4.463836 -0.08 0.26 -0.03 0.393
H 2.419529 -2.654408 -2.750822 -0.09 0.18 -0.24 0.599
C 1.854726 -1.769371 6.285719 0.24 0.27 0.75 -0.837
N 1.920877 -1.828900 4.836458 -1.59 -0.92 -0.10 0.021
N 0.869538 -2.225220 4.098121 -0.37 0.48 1.14 0.584
C 1.257156 -2.351341 2.758436 -0.45 -0.40 -1.56 0.426
O 0.455335 -2.606521 1.838821 1.30 0.57 1.60 -0.313
C 2.671254 -2.076918 2.774000 0.20 0.18 0.16 -0.796
C 3.031057 -1.770101 4.062354 0.58 0.15 -0.99 0.701
C 4.336706 -1.389909 4.645033 0.66 0.14 -0.06 -1.750
C -0.465562 -2.220430 4.567411 -0.98 0.17 0.19 0.312
C -0.954640 -1.157226 5.347035 -0.01 0.00 0.01 0.010
C -2.301123 -1.145743 5.710862 0.26 0.21 0.00 -0.832
C -3.151996 -2.170649 5.280022 0.00 -0.07 0.03 -0.455
C -2.660699 -3.234118 4.513995 0.42 0.45 0.05 -0.953
C -1.315925 -3.247042 4.139393 -0.01 0.03 0.13 -0.183
H 1.331035 -0.868285 6.617570 0.21 -0.26 -0.06 0.339
H 2.879361 -1.721957 6.653894 -0.16 -0.06 -0.05 0.361
H 1.360841 -2.653961 6.707850 0.03 0.16 -0.34 0.361
H 3.296304 -2.096608 1.902242 0.18 -0.10 -0.04 0.600
H 4.302723 -0.402498 5.129363 -0.08 -0.29 -0.12 0.407
H 4.700039 -2.121017 5.382658 -0.16 0.15 -0.24 0.410
H 5.074056 -1.337558 3.838181 -0.10 -0.03 0.22 0.373
H -0.292692 -0.338599 5.652540 -0.46 -0.32 -0.20 0.427
H -2.674480 -0.315376 6.330647 0.13 -0.55 -0.41 0.408
H -4.209607 -2.131782 5.546266 0.33 -0.09 -0.02 0.469
H -3.308667 -4.045815 4.203521 0.03 0.12 0.03 0.457
H -0.906050 -4.034350 3.516241 -0.16 -0.03 0.15 0.502
```
Positions in Å, forces in eV/Å.



Record 3
Density functional theory data (the ωB97M-V functional and the def2-TZVPD basis) for C28H49N2OP3SeTm as an isolated structure in a non-equilibrium geometry.

Output
* spin multiplicity: 3
* E: -157577.00331 eV
* F_max: 4.0 eV/Å
* E_LUMO (alpha / beta): -10.566 / -10.532 eV
* E_HOMO (alpha / beta): -14.04 / -14.04 eV
* charge: +3

Geometry as XYZ:
```
85
Properties=species:S:1:pos:R:3:forces:R:3:mulliken_charge:R:1
Tm 0.133781 0.150768 -0.237257 0.04 2.94 1.71 -0.137
P 2.263221 1.875394 -0.747131 1.08 0.83 0.71 0.806
P -2.099398 1.802848 -0.107306 -1.58 0.99 0.56 0.856
P -0.162438 1.243500 -2.951836 -0.19 0.40 -1.07 0.948
H -1.089920 -2.265766 -0.887770 0.32 0.59 0.23 0.583
C -0.423652 -1.732667 -1.590132 2.71 -2.61 -1.29 -0.508
C 0.965367 -1.733241 -1.400688 -2.17 -2.92 -1.45 -0.552
H 1.415909 -2.283344 -0.551257 -0.44 0.70 0.01 0.403
C 3.295413 1.466715 0.700292 0.11 -0.32 0.04 -1.102
C 1.980684 3.661898 -0.394825 -0.36 -0.09 -0.12 -1.348
C 3.537781 1.844866 -2.062853 -0.18 -0.26 -0.27 -1.326
C -3.797145 1.277639 -0.533195 0.06 -0.57 -0.22 -1.379
C -2.340898 2.060833 1.687178 0.25 -0.12 0.16 -1.258
C -2.236455 3.537704 -0.689586 0.56 0.11 -0.13 -1.324
C 0.837269 0.439492 -4.267082 0.03 -0.16 0.21 -1.357
C 0.297655 2.992908 -3.292913 -0.05 -0.03 0.21 -1.289
C -1.804345 1.215705 -3.769246 0.00 -0.14 0.02 -1.163
H -0.883695 -1.573195 -2.574602 0.31 0.47 0.39 0.274
H 1.683214 -1.537382 -2.206628 -0.48 0.52 0.13 0.240
H 3.469709 0.382244 0.747445 0.11 0.31 0.01 0.471
H 2.793096 1.766327 1.626382 0.09 -0.02 -0.23 0.083
H 4.255959 1.990113 0.622406 -0.17 -0.14 0.07 0.576
H 1.283212 3.758629 0.451899 0.26 -0.01 -0.17 0.297
H 1.536767 4.172077 -1.255709 0.21 -0.02 0.26 0.404
H 2.936482 4.133687 -0.126483 -0.26 -0.14 -0.11 0.480
H 3.819769 0.800628 -2.258162 0.03 0.27 0.04 0.393
H 4.422916 2.389073 -1.705412 -0.28 -0.10 -0.10 0.476
H 3.189774 2.286487 -3.003292 0.15 -0.10 0.25 0.395
H -4.497170 2.030850 -0.142325 0.24 -0.24 -0.12 0.474
H -4.013994 0.305778 -0.080523 -0.12 0.11 -0.02 0.455
H -3.923975 1.180128 -1.615618 -0.03 0.04 0.14 0.312
H -3.245002 2.666987 1.827224 0.24 -0.15 0.10 0.480
H -1.478796 2.572864 2.127314 -0.16 0.00 0.01 0.369
H -2.463575 1.094440 2.189872 -0.05 0.18 0.00 0.389
H -3.086447 3.993389 -0.158793 0.30 -0.15 -0.19 0.515
H -2.415721 3.591010 -1.769456 -0.01 -0.03 0.26 0.399
H -1.322320 4.097055 -0.461436 -0.21 0.03 -0.02 0.330
H 0.605278 0.937303 -5.219832 0.12 -0.22 0.25 0.484
H 0.576237 -0.622290 -4.341708 0.10 0.14 -0.14 0.411
H 1.910231 0.534574 -4.063837 -0.20 -0.07 -0.08 0.251
H 0.064875 3.205546 -4.345186 0.05 -0.03 0.27 0.498
H 1.368670 3.160059 -3.130245 -0.40 0.04 -0.12 0.407
H -0.283141 3.665939 -2.652164 0.20 -0.04 -0.21 0.258
H -1.652658 1.466207 -4.829040 -0.15 -0.06 0.29 0.509
H -2.480527 1.956157 -3.327124 0.11 -0.20 -0.10 0.314
H -2.263340 0.222357 -3.702568 -0.07 0.18 -0.04 0.264
C -4.630368 -3.337088 -3.495081 0.17 -1.39 -0.65 0.472
C -3.375487 -3.969702 -3.439125 -0.47 0.14 -0.31 0.148
C -3.141680 -5.148918 -4.149856 -0.35 -0.07 -0.05 -0.573
C -4.175012 -5.743585 -4.890142 -0.02 0.34 0.19 -0.479
C -5.446451 -5.150924 -4.906928 0.42 -0.04 0.12 -0.557
C -5.676024 -3.959939 -4.213888 0.46 0.46 0.30 -0.500
Se -4.929774 -1.650217 -2.670830 0.52 0.24 0.50 0.083
H -3.666757 -1.687773 -1.847904 -0.62 -0.06 -0.34 -0.113
H -2.582594 -3.520488 -2.842677 0.00 -0.09 -0.13 0.049
H -2.150379 -5.608815 -4.127783 -0.36 0.12 0.03 0.346
H -3.988232 -6.664619 -5.446387 -0.08 0.32 0.21 0.383
H -6.259930 -5.620799 -5.466935 0.30 0.22 0.24 0.376
H -6.661306 -3.495862 -4.233775 0.18 -0.14 -0.04 0.347
C 2.388804 -1.369233 6.006589 0.38 -0.29 1.09 -1.002
N 1.501835 -1.471077 4.870858 0.02 -0.15 0.05 0.016
N 1.541318 -0.634852 3.801947 0.05 0.09 -0.74 0.951
C 0.678233 -1.096266 2.853044 0.05 -0.76 1.69 0.427
O 0.610982 -0.552779 1.672229 -0.53 0.38 -0.73 0.199
C 0.019847 -2.205956 3.434594 0.04 0.43 -1.09 -1.160
C 0.607759 -2.443881 4.663950 0.34 0.64 0.10 0.567
C 0.466429 -3.505782 5.675283 -0.46 -0.82 0.52 -1.466
C 2.502438 0.424962 3.758960 0.40 0.30 0.26 -0.769
C 3.842917 0.077791 3.571848 -0.43 -0.01 0.04 0.353
C 4.817050 1.056538 3.712726 -0.01 0.15 -0.09 -0.868
C 4.442223 2.366811 4.034372 -0.03 -0.16 0.07 -0.509
C 3.099925 2.688899 4.263333 0.06 0.33 -0.12 -0.739
C 2.112091 1.723183 4.105957 -0.14 -0.64 0.07 -0.262
H 1.792390 -1.351550 6.928070 0.12 0.11 -0.27 0.388
H 3.012679 -0.477518 5.979598 -0.25 -0.09 -0.16 0.399
H 3.041394 -2.253356 6.065551 -0.16 0.29 -0.18 0.362
H -0.784017 -2.752025 2.978080 0.02 -0.22 -0.02 0.494
H 1.398668 -4.084484 5.804277 -0.30 0.31 -0.18 0.341
H 0.197994 -3.116045 6.672927 0.08 -0.02 -0.46 0.348
H -0.315591 -4.210562 5.376267 0.16 0.15 0.07 0.365
H 4.082915 -0.965189 3.350778 0.09 0.34 0.07 0.551
H 5.865050 0.786424 3.591047 -0.22 0.17 0.00 0.473
H 5.208821 3.134695 4.133596 -0.20 -0.20 0.08 0.480
H 2.822948 3.694445 4.595551 0.15 -0.36 -0.23 0.469
H 1.050234 1.913240 4.303082 0.49 0.08 -0.01 0.549
```
Positions in Å, forces in eV/Å.



Question: Which of these has the lowest E?
Answer: C28H49N2OP3SeTm



Question: Which of these has the highest spin multiplicity?
Answer: C28H49N2OP3RuS



Question: What is the formula in the first record?
Answer: C28H49N2OP3PtS